Entry 1:
{"formula": "C46H56BrF5N3OsPSi3Te", "method": "ωB97M-V/def2-TZVPD", "multiplicity": 5, "gap_ev": [7.5421, 6.8216], "total_charge": 2, "lumo_ev": [-5.10, -6.99], "species": ["Os", "N", "C", "C", "C", "C", "C", "C", "P", "C", "C", "C", "C", "C", "C", "C", "C", "C", "C", "C", "C", "H", "H", "H", "H", "H", "H", "H", "H", "H", "H", "H", "H", "H", "H", "H", "H", "F", "C", "C", "C", "F", "C", "F", "C", "F", "C", "F", "Br", "C", "C", "C", "C", "N", "C", "H", "H", "H", "H", "C", "Si", "C", "C", "C", "Te", "C", "Si", "C", "C", "C", "H", "H", "H", "H", "H", "H", "H", "H", "H", "H", "H", "H", "H", "H", "H", "H", "H", "H", "H", "H", "H", "H", "C", "Si", "C", "C", "N", "C", "C", "C", "C", "C", "C", "H", "H", "H", "H", "H", "H", "H", "H", "H", "H", "H", "H", "H", "H"], "xyz": [[-0.01960, -0.00683, -0.26144], [1.58172, 0.24817, 1.27148], [1.14237, 0.16539, 2.65543], [2.01598, -0.18174, 3.67443], [1.57205, -0.18802, 4.98737], [0.26347, 0.16886, 5.28751], [-0.61378, 0.49027, 4.26655], [-0.18131, 0.46542, 2.94374], [-1.36596, 0.72035, 1.57217], [-1.95081, 2.40503, 1.93190], [-3.25377, 2.86817, 1.76551], [-3.56933, 4.18002, 2.08235], [-2.59233, 5.04885, 2.54384], [-1.28597, 4.60024, 2.68131], [-0.96531, 3.29099, 2.37435], [-2.56951, -0.60161, 1.94406], [-1.99627, -1.84542, 2.23739], [-2.79480, -2.93088, 2.55176], [-4.17748, -2.79832, 2.55560], [-4.75064, -1.57454, 2.25039], [-3.95487, -0.47988, 1.94255], [1.78746, 1.23731, 1.05048], [2.46485, -0.24357, 1.17215], [3.04919, -0.43011, 3.45532], [2.25804, -0.46123, 5.77748], [-0.07237, 0.17712, 6.31560], [-1.64278, 0.74849, 4.48732], [-4.02862, 2.22905, 1.37423], [-4.58809, 4.52453, 1.96347], [-2.84783, 6.06783, 2.80154], [-0.51439, 5.27300, 3.03378], [0.06226, 2.96635, 2.47249], [-0.91678, -1.95589, 2.24535], [-2.33886, -3.87885, 2.80873], [-4.80354, -3.64789, 2.79359], [-5.82667, -1.46257, 2.25854], [-4.43283, 0.45632, 1.70450], [-3.07206, 1.20524, -0.42468], [-2.68655, 0.76207, -1.63309], [-1.43430, 0.15481, -1.77662], [-1.16823, -0.21902, -3.10258], [0.02643, -0.74250, -3.42235], [-2.04084, -0.05404, -4.15996], [-1.69818, -0.44182, -5.37822], [-3.27423, 0.53563, -3.93484], [-4.12412, 0.70359, -4.92099], [-3.59422, 0.95293, -2.65346], [-4.76600, 1.52023, -2.40802], [1.69585, 3.10414, -4.98162], [2.18515, 1.80629, -3.70758], [3.36494, 1.08587, -3.81912], [3.65973, 0.15762, -2.83183], [2.77241, -0.01894, -1.78937], [1.63238, 0.67212, -1.69050], [1.34382, 1.57146, -2.63470], [4.03817, 1.25141, -4.64929], [4.56944, -0.42433, -2.87805], [2.98721, -0.73656, -1.00753], [0.41801, 2.12257, -2.54065], [1.99163, -5.93050, -1.30604], [2.83015, -4.74147, -0.11244], [3.76746, -5.59894, 1.26469], [3.95081, -3.58000, -1.09875], [1.50064, -3.59380, 0.68246], [0.32942, -2.73294, -0.88800], [-1.29081, -4.06341, -0.45535], [-2.71378, -4.23281, -1.73582], [-3.96319, -2.90564, -1.26162], [-3.51647, -5.90933, -1.48035], [-1.97499, -4.11382, -3.46585], [2.74134, -6.47411, -1.88354], [1.35512, -5.39702, -2.01540], [1.38002, -6.67542, -0.79244], [4.63537, -6.11589, 0.84926], [3.15698, -6.34681, 1.77322], [4.12853, -4.89430, 2.01549], [4.75820, -4.14409, -1.57008], [4.41793, -2.82216, -0.46311], [3.39643, -3.08362, -1.89907], [1.99275, -2.81830, 1.27207], [0.82680, -4.14767, 1.33544], [-1.68056, -3.81089, 0.52931], [-0.76207, -5.01752, -0.38403], [-4.60669, -3.28240, -0.46369], [-4.61011, -2.63977, -2.10001], [-3.47639, -2.00567, -0.89060], [-3.86813, -6.03394, -0.45444], [-2.84901, -6.73978, -1.71497], [-4.38682, -5.99199, -2.13587], [-1.12979, -3.42547, -3.52142], [-2.71523, -3.79482, -4.20204], [-1.61558, -5.09419, -3.78541], [3.35375, 3.47598, 2.46765], [3.33159, 3.71341, 0.58831], [4.29687, 2.30490, -0.24514], [4.19141, 5.34948, 0.24063], [1.70070, 3.43296, 0.08957], [0.78247, 4.18144, -0.49886], [0.96791, 5.56086, -0.83529], [-0.04481, 6.29108, -1.40805], [-1.27986, 5.70230, -1.69225], [-1.48810, 4.35010, -1.39910], [-0.49093, 3.61015, -0.82112], [4.38280, 3.31286, 2.79621], [2.75165, 2.64002, 2.82440], [2.98972, 4.37695, 2.96717], [5.35229, 2.57668, -0.30844], [3.93109, 2.13329, -1.25969], [4.23074, 1.36776, 0.31376], [5.20405, 5.30582, 0.64707], [3.68318, 6.18665, 0.72389], [4.27454, 5.56781, -0.82587], [1.92130, 6.02476, -0.62035], [0.11586, 7.33658, -1.63699], [-2.06759, 6.28917, -2.14413], [-2.44494, 3.89656, -1.63151], [-0.62331, 2.55776, -0.60119]], "mulliken_charge": [3.526, -0.243, 0.034, -0.151, -0.894, -0.947, -0.189, -0.989, 0.916, 1.477, -0.607, -0.996, -0.780, -0.667, -0.342, 0.886, -0.671, -0.671, -0.817, -0.888, -0.149, -0.653, 0.249, 0.591, 0.480, 0.494, 0.561, 0.078, 0.468, 0.445, 0.503, 0.183, 0.414, 0.545, 0.446, 0.492, 0.139, 0.327, -1.374, 1.485, 0.141, -0.565, 0.386, -0.326, 0.787, -0.312, 0.235, -0.349, -0.108, -0.774, -0.467, -1.096, -0.436, 1.039, -0.455, 0.530, 0.560, 0.052, 0.555, -1.041, 0.083, -1.068, -0.896, -0.541, -0.556, 0.001, 0.179, -0.425, -1.161, -0.923, 0.458, 0.299, 0.335, 0.349, 0.340, 0.343, 0.512, 0.266, 0.178, 0.095, 0.719, -0.378, 0.576, 0.353, 0.479, -0.290, 0.352, 0.339, 0.349, 0.166, 0.377, 0.366, -0.907, -0.078, -0.671, -1.333, 0.765, -0.686, -0.735, -0.890, -0.999, -0.635, 1.647, 0.397, 0.179, 0.327, 0.588, 0.040, 0.140, 0.423, 0.369, 0.381, 0.342, 0.471, 0.497, 0.472, -0.446]}

***

Entry 2:
{"formula": "C32H30CrN14O3", "method": "ωB97M-V/def2-TZVPD", "multiplicity": 4, "gap_ev": [4.1549, 3.4525], "total_charge": 3, "lumo_ev": [-9.97, -10.67], "species": ["Cr", "C", "C", "N", "C", "C", "N", "C", "C", "C", "C", "C", "N", "C", "C", "N", "C", "C", "N", "C", "C", "C", "N", "C", "C", "H", "H", "H", "H", "H", "H", "H", "H", "H", "H", "H", "H", "N", "N", "C", "N", "N", "N", "O", "O", "H", "H", "H", "H", "H", "C", "C", "C", "C", "C", "N", "C", "O", "N", "C", "C", "C", "C", "N", "C", "C", "C", "H", "H", "H", "H", "H", "H", "H", "H", "H", "H", "H", "H", "H"], "xyz": [[1.23493, 1.85711, -1.05807], [5.27853, 0.51451, -1.11097], [4.12013, 1.19881, -1.45807], [3.10243, 1.33001, -0.60477], [3.25763, 0.78111, 0.63253], [4.43623, 0.09211, 0.94643], [5.41513, -0.03669, 0.08363], [2.13053, 1.08241, 1.49143], [1.83563, 0.70691, 2.79343], [0.67483, 1.21501, 3.40623], [0.08203, 2.33441, 2.79483], [0.43943, 2.66831, 1.50233], [1.28293, 1.87911, 0.80983], [0.10213, 3.82611, 0.69843], [-0.58197, 4.97701, 1.11923], [-0.68867, 6.02521, 0.34093], [-0.12367, 5.99341, -0.85387], [0.54513, 4.86341, -1.30197], [0.66133, 3.77651, -0.54017], [0.07423, 0.60161, 4.59963], [0.56143, -0.60869, 5.10713], [-0.08507, -1.20729, 6.17843], [-1.15117, -0.66599, 6.70933], [-1.65197, 0.46131, 6.27143], [-1.06627, 1.13891, 5.21083], [6.10903, 0.39611, -1.79167], [4.00953, 1.65671, -2.43217], [4.59903, -0.36179, 1.91213], [2.48253, 0.01541, 3.30433], [-0.66237, 2.91731, 3.30793], [-1.03247, 5.06501, 2.09753], [-0.21197, 6.88081, -1.46247], [1.01273, 4.84911, -2.27507], [1.42553, -1.09899, 4.69453], [0.26943, -2.14029, 6.59473], [-2.54157, 0.84041, 6.75833], [-1.52127, 2.06241, 4.89743], [1.35933, 2.31291, -3.56377], [0.07203, 2.65181, -4.03457], [-1.01967, 2.35011, -3.30537], [-2.22807, 2.55221, -3.79497], [-0.75187, 1.90801, -2.07057], [-1.68737, 1.39771, -1.26237], [-1.28627, 1.20301, -0.13237], [-2.79387, 1.14151, -1.66357], [1.97013, 3.13151, -3.63087], [1.75893, 1.58851, -4.16967], [-0.03677, 3.00181, -4.98307], [-2.38387, 2.95821, -4.70577], [-3.04267, 2.24921, -3.26477], [-4.70017, -3.09419, -3.00297], [-3.63297, -3.53839, -2.07927], [-3.11647, -4.84039, -2.13127], [-2.14337, -5.25489, -1.25417], [-1.63527, -4.37399, -0.28277], [-0.69567, -4.85629, 0.60743], [0.02733, -4.17469, 1.56833], [0.33973, -4.64869, 2.62113], [0.36723, -2.85219, 1.24693], [0.74353, -2.32489, 0.03373], [1.20973, -3.08919, -1.03877], [1.62103, -2.42479, -2.17797], [1.56973, -1.03919, -2.23047], [1.12373, -0.29569, -1.21537], [0.70083, -0.93639, -0.12967], [-2.14737, -3.06499, -0.22547], [-3.12127, -2.66389, -1.10757], [-5.13967, -3.92939, -3.53957], [-4.29737, -2.39039, -3.73487], [-5.47977, -2.56209, -2.45797], [-3.49827, -5.52989, -2.86707], [-1.76807, -6.26539, -1.30287], [-0.71777, -5.86209, 0.75843], [0.51953, -2.27449, 2.06333], [1.28593, -4.16179, -0.97097], [2.00063, -2.98269, -3.01757], [1.90993, -0.50809, -3.10757], [0.28033, -0.33839, 0.66193], [-1.83207, -2.38929, 0.55263], [-3.52787, -1.66639, -1.03147]], "mulliken_charge": [0.143, -0.641, -0.206, 0.219, 0.003, 0.014, -0.489, -0.569, -0.499, 1.525, -0.585, -0.668, 0.530, 0.323, -0.224, -0.469, -0.636, -0.148, 0.799, 0.778, -0.491, -0.612, -0.478, -0.521, -0.492, 0.439, 0.460, 0.482, 0.714, 0.456, 0.473, 0.435, 0.444, 0.312, 0.411, 0.403, 0.286, -0.411, -0.342, 0.743, -0.329, 0.239, 0.613, -0.392, -0.797, 0.337, 0.324, 0.178, 0.205, 0.204, -1.396, 0.718, -0.864, -0.742, 0.184, -0.032, 0.284, -0.590, 0.240, 0.242, -0.680, -1.378, -0.644, 1.420, -0.637, -0.016, -0.822, 0.380, 0.270, 0.369, 0.394, 0.430, 0.264, -0.016, 0.671, 0.533, 0.290, 0.423, 0.708, 0.499]}

***

Entry 3:
{"formula": "C5H4BrIS", "method": "ωB97M-V/def2-TZVPD", "gap_ev": 8.7362, "total_charge": 0, "smiles": "Brc1sccc1CI", "lumo_ev": 0.31, "species": ["Br", "C", "S", "C", "C", "C", "C", "I", "H", "H", "H", "H"], "xyz": [[2.35860, 1.55798, 1.08846], [1.24044, 0.73536, -0.14540], [1.69929, 0.49095, -1.82078], [0.24150, -0.42108, -2.06490], [-0.49602, -0.56619, -0.89941], [-0.00965, 0.00023, 0.26955], [-0.63918, 0.08908, 1.63762], [-2.49512, -0.90728, 1.80946], [0.22985, -0.86083, -2.98233], [-1.43007, -1.19001, -1.06124], [-0.75955, 1.27478, 1.86094], [0.05989, -0.20299, 2.30804]], "mulliken_charge": [-0.115, -0.064, -0.084, -0.536, -0.388, 0.558, -0.977, 0.066, 0.484, 0.158, 0.367, 0.529]}

***

Entry 4:
{"formula": "C4H4N2O", "method": "ωB97M-V/def2-TZVPD", "gap_ev": 8.5148, "total_charge": 0, "lumo_ev": -0.63, "species": ["O", "C", "C", "C", "N", "C", "N", "H", "H", "H", "H"], "xyz": [[-1.53423, -0.47512, -2.15818], [-0.70562, -0.19870, -1.31462], [-0.99585, -0.41303, 0.13530], [0.04641, -0.03784, 0.88479], [1.21701, 0.44928, 0.69446], [1.39587, 0.60755, -0.65895], [0.55880, 0.32931, -1.61130], [-1.94170, -0.81797, 0.46641], [-0.05096, -0.60176, 2.22201], [-0.35542, 0.14168, 2.27507], [2.36569, 1.01660, -0.93500]], "mulliken_charge": [-0.587, 0.433, -0.212, 0.562, -0.595, -0.144, -0.460, 0.406, 0.105, 0.107, 0.387]}